[1]
{"formula": "C31H53CoNO2Si2", "method": "the ωB97M-V functional and the def2-TZVPD basis", "charge": 1, "max_force_ev_per_a": 5.72, "homo_ev": [-8.19, -10.45], "spin_multiplicity": 5, "lumo_ev": [-2.76, -2.95], "relative_energy_ev": 2.491, "symbols": ["Co", "Si", "Si", "O", "O", "N", "C", "C", "C", "C", "C", "C", "C", "C", "C", "C", "C", "C", "C", "C", "C", "C", "C", "C", "C", "C", "C", "C", "C", "C", "C", "C", "C", "C", "C", "C", "C", "H", "H", "H", "H", "H", "H", "H", "H", "H", "H", "H", "H", "H", "H", "H", "H", "H", "H", "H", "H", "H", "H", "H", "H", "H", "H", "H", "H", "H", "H", "H", "H", "H", "H", "H", "H", "H", "H", "H", "H", "H", "H", "H", "H", "H", "H", "H", "H", "H", "H", "H", "H", "H"], "positions_angstrom": [[-0.93038, -1.43091, -0.11840], [0.58808, -0.09507, -2.81783], [-3.33970, -2.76682, -1.24598], [3.17536, 2.33336, -0.43747], [1.05023, 3.14444, 0.32348], [-1.19742, -1.20169, 1.70294], [-1.73023, -1.59954, 4.38139], [2.43653, 0.20894, -3.10102], [0.77468, -2.56500, 1.74985], [0.01385, 3.69508, -0.50091], [-0.33466, 1.37936, -3.49225], [-3.01853, -3.70671, -2.84695], [1.91477, -3.17286, 2.34236], [-3.17451, 0.22997, 1.47170], [-0.52735, -2.02987, 3.85465], [4.18065, 1.28449, -0.13575], [2.91561, -3.70541, 1.52553], [-2.41608, -1.12968, -1.35518], [-2.69050, -3.81388, 0.18556], [-4.02494, -0.69696, 3.95920], [-2.67679, -0.93427, 3.57503], [0.73384, 2.95428, 1.71847], [2.79683, -3.64420, 0.14443], [-4.51389, 0.35855, 1.83799], [0.25911, -1.79567, -3.52119], [3.64658, 3.34484, -1.46033], [-0.71115, 4.86199, 0.09498], [-4.93700, -0.12763, 3.08574], [-2.30873, -0.57702, 2.24616], [3.72702, 0.26128, 0.86794], [0.64524, -2.54471, 0.35485], [2.05152, 3.04997, 2.43403], [-5.16856, -2.38224, -0.99139], [-0.00514, -0.16241, -1.01558], [3.98080, 4.54017, -0.61995], [1.65198, -3.07293, -0.45011], [-0.30255, -1.90001, 2.47865], [0.51356, 3.99333, -1.42620], [-0.63715, 0.72564, -0.73171], [-5.22641, 0.84314, 1.16473], [-0.52007, -2.31971, -2.95343], [-0.06607, -1.77003, -4.57083], [-1.96330, -1.75141, 5.43317], [2.65857, -0.14194, -4.12903], [-1.41156, 1.26065, -3.35687], [-0.02904, 2.30054, -2.97070], [-3.08675, -0.27138, -1.12992], [3.76147, 0.60129, 1.90635], [-2.76971, -3.02244, -3.66982], [2.82277, 3.47923, -2.16589], [-3.19964, -4.78782, 0.14800], [-0.13215, 1.50353, -4.56215], [3.59713, -4.02028, -0.49689], [-2.02806, -0.93288, -2.37041], [-4.31969, -1.00527, 4.95893], [-5.78965, -3.26994, -1.17579], [4.49345, 2.86172, -1.94885], [3.09801, -0.34879, -2.42174], [4.84173, 4.29914, 0.01944], [0.27347, 1.95138, 1.81303], [-2.79144, 0.72071, 0.57961], [-5.36427, -2.04403, 0.03633], [2.41426, 4.07996, 2.30110], [-1.60609, -3.99843, 0.11990], [5.09514, 1.79873, 0.19357], [-1.42996, 4.55949, 0.85909], [0.99836, 0.06020, -0.54084], [3.80008, -4.17158, 1.97183], [1.16824, -2.41876, -3.47587], [-5.51447, -1.58750, -1.66967], [2.59823, 2.80518, 0.22725], [0.23036, -2.54729, 4.43288], [-5.98493, -0.01656, 3.37693], [-1.27379, 5.42031, -0.65799], [-2.91161, -3.34551, 1.15464], [2.72277, 1.27109, -3.04026], [4.25008, 5.40977, -1.20647], [-0.69322, 2.88843, -0.76959], [2.01286, -3.20296, 3.42943], [0.01836, 5.54845, 0.52592], [1.96428, 2.82586, 3.50112], [2.74110, -0.15705, 0.64944], [4.39667, -0.60541, 0.81641], [3.12210, 4.81383, -0.00912], [1.57940, -3.02638, -1.53193], [0.00130, 3.67910, 2.08300], [4.33243, 0.82853, -1.11250], [-2.18117, -4.40769, -2.72514], [2.78911, 2.34102, 2.03849], [-3.89968, -4.29039, -3.14564]], "forces_ev_per_angstrom": [[-0.820, -1.975, -0.225], [-0.628, -0.186, 1.275], [0.030, 0.193, -0.262], [1.122, -0.479, -1.576], [-0.579, 0.847, 0.895], [0.681, 0.705, 2.937], [0.816, -0.228, 0.134], [0.243, 0.079, -0.140], [1.151, -0.390, -0.121], [-0.321, -0.752, -0.761], [0.081, 0.080, -0.739], [-0.067, -0.131, -0.076], [-0.438, 0.357, -0.204], [-0.691, 0.041, -0.102], [-0.575, 0.211, 0.448], [0.369, 0.064, 0.214], [-0.056, 0.033, 0.703], [-1.175, -0.082, -1.351], [-0.219, -0.181, -0.014], [-0.053, 0.301, -0.013], [-0.785, 0.302, -0.853], [-0.447, -1.088, -0.334], [-0.522, 0.399, -0.882], [1.124, 0.206, -0.179], [-0.110, -0.346, -0.623], [-0.356, -0.420, 0.769], [-0.144, 0.489, 0.307], [0.034, -0.331, 0.645], [0.366, -1.183, 0.759], [-0.222, -0.455, 0.316], [-0.242, -0.727, -0.734], [0.159, 0.358, 0.424], [-0.152, -0.094, 0.017], [3.362, 4.470, -1.208], [0.598, 0.259, -0.005], [0.912, -0.264, 0.852], [-1.498, 0.667, -0.639], [0.030, -0.038, 0.076], [0.651, -0.231, -0.636], [0.337, -0.023, 0.296], [0.195, 0.139, -0.143], [0.112, -0.087, 0.144], [0.023, -0.141, -0.177], [-0.003, 0.223, 0.442], [0.011, 0.003, -0.017], [-0.013, -0.357, -0.157], [0.614, -0.488, 0.138], [-0.044, 0.048, -0.224], [-0.116, -0.173, 0.178], [0.114, -0.072, 0.214], [0.094, 0.136, 0.136], [-0.142, 0.194, 0.047], [-0.217, -0.039, 0.241], [-0.362, -0.313, 0.368], [-0.104, 0.063, -0.143], [0.096, 0.174, 0.082], [-0.130, 0.205, -0.010], [-0.279, -0.063, -0.156], [-0.290, 0.163, -0.030], [0.156, 0.316, 0.055], [-0.168, -0.419, 0.069], [0.074, -0.079, -0.186], [0.164, -0.311, 0.249], [-0.371, 0.016, 0.003], [-0.241, -0.101, -0.145], [0.096, 0.095, -0.018], [-0.786, -0.256, 0.314], [-0.377, 0.203, -0.105], [-0.260, 0.280, -0.110], [0.154, -0.234, 0.117], [-0.587, -0.439, -0.141], [-0.307, 0.093, 0.170], [0.406, -0.091, -0.050], [0.129, -0.221, -0.068], [0.037, -0.164, -0.111], [-0.161, -0.269, -0.086], [0.051, 0.098, -0.260], [0.296, 0.231, 0.132], [0.107, -0.054, -0.297], [-0.096, 0.154, 0.131], [-0.057, 0.149, -0.139], [-0.036, 0.211, -0.043], [0.088, 0.251, -0.127], [0.005, 0.055, 0.041], [-0.022, -0.097, 0.146], [0.323, 0.026, -0.104], [0.057, 0.051, 0.109], [-0.150, 0.136, -0.057], [-0.249, 0.227, 0.152], [0.199, 0.067, 0.037]]}

---

[2]
{"formula": "C31H54BrClO2P2Si2V", "method": "the ωB97M-V functional and the def2-TZVPD basis", "charge": 0, "max_force_ev_per_a": 5.07, "homo_ev": [-7.52, -6.90], "spin_multiplicity": 2, "lumo_ev": [0.14, 0.22], "symbols": ["Br", "V", "Cl", "P", "P", "Si", "Si", "O", "O", "C", "C", "C", "C", "C", "C", "C", "C", "C", "C", "C", "C", "C", "C", "C", "C", "C", "C", "C", "C", "C", "C", "C", "C", "C", "C", "C", "C", "C", "C", "C", "H", "H", "H", "H", "H", "H", "H", "H", "H", "H", "H", "H", "H", "H", "H", "H", "H", "H", "H", "H", "H", "H", "H", "H", "H", "H", "H", "H", "H", "H", "H", "H", "H", "H", "H", "H", "H", "H", "H", "H", "H", "H", "H", "H", "H", "H", "H", "H", "H", "H", "H", "H", "H", "H"], "positions_angstrom": [[3.45915, 2.62200, 2.46020], [-0.72186, -0.08659, -0.40358], [1.88405, 0.14301, -4.67429], [0.06110, 2.52297, -0.98679], [0.03225, -2.65590, -0.96000], [-1.54652, 2.72384, 1.53371], [-1.70335, -2.98004, 1.45816], [1.43341, 0.56177, 1.22562], [2.14652, -1.51475, 1.66396], [2.91472, 1.75181, 5.09030], [-1.34176, 2.79208, -3.40121], [-1.61934, -0.13019, 1.47846], [2.00820, -0.80327, 4.43629], [1.69721, 3.09087, -1.66769], [-1.27676, 3.41503, -2.00524], [1.94366, -0.31664, 1.99203], [-0.09826, -3.53074, 0.62151], [-1.07295, 2.54574, 3.32734], [-0.01470, 3.32628, 0.62543], [-0.99951, -5.02723, -2.18557], [2.17211, 4.42462, -1.09188], [2.23623, -4.40422, -0.98815], [2.25545, 0.12456, 3.40253], [-3.12697, -4.12870, 1.11780], [-2.96646, 3.90482, 1.36541], [1.68479, -3.14272, -1.64871], [2.78059, 1.38451, 3.75177], [2.11827, -0.42642, 5.78606], [-2.03472, -1.26658, 0.72465], [-1.40383, -2.91334, 3.30016], [-1.99740, 1.05897, 0.77063], [-1.06737, 4.92657, -2.06311], [-1.24322, -3.52311, -2.06203], [2.62814, -1.95719, -1.46371], [0.15508, -0.07244, -4.83594], [2.69729, 1.97328, -1.38230], [-2.69637, 0.62805, -0.42806], [-1.27913, -2.83271, -3.42616], [-2.70475, -0.78308, -0.46682], [2.57858, 0.86084, 6.11031], [-3.19501, 4.18845, 0.33500], [-2.93161, -5.10522, 1.58065], [2.66245, 1.17467, 7.14916], [-1.13268, 3.54121, 3.79296], [-2.20259, -3.35028, -1.54413], [-0.38446, 2.90267, -3.93535], [-0.33265, 0.04783, -3.87030], [1.53039, -3.30737, -2.72768], [-1.78358, -5.45219, -2.82856], [2.42926, -4.20787, 0.07324], [-3.19574, 1.27022, -1.14913], [-0.03155, -5.24614, -2.65831], [-0.07971, 4.41716, 0.49422], [3.09847, 4.73057, -1.59345], [2.26012, -1.07678, -2.00825], [-0.30162, -2.88584, -3.93102], [-2.21895, 3.19919, -1.46909], [1.56692, -5.26926, -1.07561], [-0.22863, 0.66602, -5.54312], [-1.15639, -0.15616, 2.47333], [1.86175, -1.15826, 6.56942], [-0.14082, 5.18414, -2.59286], [1.45401, 5.24298, -1.21570], [-3.85164, 3.42769, 1.80231], [-1.25074, -3.93570, 3.67699], [0.88537, 3.07490, 1.21396], [-1.89805, 5.37661, -2.62459], [0.75372, -3.20797, 1.25442], [-1.79510, 1.88125, 3.82021], [-0.06094, 2.14855, 3.47455], [2.39891, 4.32074, -0.02356], [2.70203, 1.70951, -0.31229], [-0.53184, -2.30145, 3.57004], [-3.20471, -1.39466, -1.22120], [-2.01285, -3.33567, -4.07180], [-2.29918, -2.48958, 3.77956], [1.75519, -1.83990, 4.17782], [-0.07337, -4.62679, 0.47780], [-1.05410, 5.39934, -1.07214], [2.72460, -1.71076, -0.39064], [-3.34255, -4.27526, 0.05456], [-1.58170, -1.77687, -3.34550], [3.18676, -4.67507, -1.46159], [2.43995, 1.07686, -1.95723], [-2.75790, 4.81331, 1.94031], [-2.11741, 3.29902, -3.99285], [3.28834, 2.73174, 5.34691], [-1.60630, 1.72496, -3.35620], [-4.01164, -3.69246, 1.60399], [3.61914, -2.19733, -1.86982], [3.71147, 2.27245, -1.67404], [-1.05037, -5.54731, -1.21906], [-0.04839, -1.06033, -5.26735], [1.56432, 3.17472, -2.76010]], "forces_ev_per_angstrom": [[-0.229, -0.204, 0.194], [3.890, 0.816, -3.144], [0.576, 0.089, 0.101], [-0.326, -0.597, -0.464], [-0.138, 0.498, -0.226], [0.593, -0.455, -0.346], [0.687, 0.239, -0.526], [-0.548, -0.326, 0.195], [-0.186, 0.868, 0.899], [-0.039, -0.356, 0.075], [-0.180, 0.076, -0.032], [-2.130, -0.124, 0.779], [0.053, 0.504, 0.444], [-0.303, -0.048, -0.292], [0.689, -0.292, 0.653], [-0.220, -0.768, -1.565], [-0.239, -0.474, 0.223], [-0.320, -0.091, 0.184], [-0.277, 0.598, 0.175], [-0.253, -0.101, -0.212], [0.209, 0.163, -0.019], [0.209, -0.101, -0.086], [0.511, -0.107, 0.522], [-0.224, -0.048, 0.183], [-0.270, 0.130, 0.173], [-0.285, 0.030, -0.165], [-0.330, -0.497, 0.286], [0.189, -0.011, -0.296], [-1.142, -0.374, 1.722], [-0.292, 0.207, 0.084], [-0.388, 0.035, 1.592], [-0.301, 0.170, -0.268], [0.579, 0.354, 0.638], [0.289, 0.159, 0.099], [-0.786, -0.226, -0.708], [0.247, -0.173, 0.112], [0.094, 0.806, 0.014], [-0.190, -0.097, -0.078], [-0.240, -1.048, 0.758], [-0.447, -0.445, -0.371], [-0.002, -0.039, 0.084], [-0.094, 0.140, -0.135], [0.018, -0.079, -0.222], [0.041, -0.283, 0.002], [0.281, -0.081, -0.236], [-0.269, -0.075, 0.140], [0.138, -0.084, -0.091], [0.046, -0.065, 0.205], [0.176, -0.045, 0.119], [0.010, -0.115, -0.222], [0.239, -0.097, 0.157], [-0.243, 0.080, 0.132], [0.249, -0.205, 0.141], [-0.087, -0.082, 0.059], [0.068, -0.193, 0.199], [-0.283, 0.027, 0.173], [0.332, 0.077, -0.209], [0.138, 0.220, 0.064], [0.061, 0.027, 0.235], [0.065, -0.018, -0.723], [0.233, 0.498, -0.413], [-0.225, -0.076, 0.120], [0.138, -0.225, 0.084], [0.004, 0.152, -0.096], [-0.027, 0.277, -0.052], [-0.373, -0.045, -0.307], [0.150, 0.018, 0.089], [-0.388, -0.070, -0.340], [0.174, 0.183, 0.150], [-0.207, 0.025, -0.128], [-0.057, 0.046, -0.213], [0.008, 0.042, -0.401], [-0.217, -0.161, -0.106], [0.327, 0.187, 0.284], [0.156, 0.112, 0.053], [0.270, -0.136, 0.093], [-0.046, 0.620, -0.050], [0.137, 0.428, 0.150], [0.042, -0.161, -0.250], [-0.040, -0.014, -0.511], [-0.004, 0.012, 0.190], [0.148, -0.328, 0.051], [-0.064, 0.033, 0.084], [0.055, 0.134, 0.193], [-0.067, -0.024, -0.105], [0.184, -0.109, 0.044], [0.093, 0.054, -0.070], [0.119, 0.317, 0.040], [0.059, -0.211, -0.177], [-0.097, 0.012, 0.072], [-0.115, 0.025, 0.028], [0.062, 0.173, -0.255], [0.102, 0.274, 0.334], [0.052, 0.049, 0.239]]}

---

Question: charge of number 2 (C31H54BrClO2P2Si2V)?
Answer: 0

---

Question: Among the records above, which one has the highest charge?
Answer: C31H53CoNO2Si2

---

Question: Among the records above, which one has the lowest charge?
Answer: C31H54BrClO2P2Si2V